(1)
Density functional theory data (wB97M-V/def2-TZVPD) for a structure of composition C31H37N7O2SeSiSr.

ORCA input file:
```
! RIJCOSX wB97M-V def2-TZVPD def2/J DEFGRID3
* xyz 0 1
Sr -1.3738 0.4611 0.9337
C 0.3580 -5.1331 -4.2942
C -0.1790 -3.8997 -3.5515
C 0.3077 -2.6675 -3.8757
C 0.1774 -1.5852 -2.9949
C 0.4419 -0.3117 -3.5062
N 0.4198 0.8865 -2.9587
C 0.6768 2.1028 -3.4842
C 2.2106 2.4018 -3.6350
C 3.0926 1.9058 -2.5582
N 2.6340 2.5012 -1.3399
C 2.4497 1.8508 -0.2187
C 2.6151 0.4637 0.1926
C 3.5277 -0.4662 -0.4110
C 3.5280 -1.7822 -0.0371
C 4.5684 -2.7120 -0.4986
C 2.6138 -2.1213 0.9809
C 1.6268 -1.3686 1.5058
C 0.7065 -1.9649 2.4952
N -0.4604 -1.4475 2.6628
C -1.4169 -2.0872 3.5495
C -2.2576 -3.1022 2.7965
C -3.0202 -2.5255 1.6314
N -2.1301 -2.1491 0.5602
C -1.9517 -3.1080 -0.2733
C -1.0406 -2.9817 -1.4227
C -0.8408 -4.0495 -2.2896
C -0.4338 -1.7262 -1.7206
O -0.4601 -0.8244 -0.8974
C 1.6646 0.0729 1.1929
O 0.8851 0.9006 1.7411
H 1.1358 -4.9306 -5.0469
H -0.3443 -5.7236 -4.8889
H 0.8631 -5.8051 -3.5435
H 0.7106 -2.4641 -4.8611
H 0.6955 -0.3044 -4.5546
H 0.0482 0.9604 -2.0201
H 0.2219 2.8998 -2.8894
H 0.1589 2.2429 -4.4495
H 2.2437 3.5414 -3.6652
H 2.4185 1.9702 -4.6502
H 4.1318 2.2455 -2.7172
H 3.0508 0.7699 -2.4039
H 2.2607 3.3927 -1.3846
H 1.9033 2.4757 0.5192
H 4.2205 -0.1092 -1.1294
H 4.1519 -3.7122 -0.7769
H 5.4192 -2.8213 0.2102
H 5.0663 -2.2687 -1.3813
H 2.6019 -3.1873 1.2300
H 0.9756 -2.9864 2.8828
H -2.1136 -1.2623 3.9653
H -0.9412 -2.5660 4.4078
H -2.8693 -3.5702 3.5177
H -1.6065 -3.9491 2.3590
H -3.6072 -1.6648 2.0446
H -3.7474 -3.2377 1.2485
H -2.5149 -4.0081 -0.1557
H -1.2946 -5.0256 -2.0496
N -3.5514 1.2660 2.0187
C -4.3077 0.9990 2.8512
C -5.1121 0.6590 3.9007
C -5.1897 -0.7319 4.1851
N -5.0055 -1.8529 4.2467
C -5.5461 1.6007 4.8563
N -5.7810 2.3553 5.6873
C -2.1444 5.5891 1.1823
Si -0.5301 4.6173 1.2391
C 0.8315 5.8431 1.0002
C -0.3935 3.7329 2.9207
Se -0.6037 3.1781 -0.5307
H -2.2823 6.1948 2.1193
H -3.0419 4.9161 1.1177
H -2.1042 6.1862 0.2451
H 0.7149 6.7473 1.7295
H 1.0045 6.2720 -0.0218
H 1.7802 5.3071 1.2370
H -0.4887 4.4288 3.8294
H 0.6948 3.3161 2.9574
H -1.1223 2.9413 3.1369
*
```

## Properties
ΔE to the lowest compared entry with this formula, charge and spin (eV): 0.000
Orbital gap (Ha): 0.2275
HOMO energy (eV): -7.5
E_LUMO (eV): -1.26

=====

(2)
Density functional theory data (wB97M-V/def2-TZVPD) for a structure of composition C31H38BF10N2P3PbSi2Te.

ORCA input file:
```
! RIJCOSX wB97M-V def2-TZVPD def2/J DEFGRID3
* xyz -1 2
Pb -0.9269 1.8291 0.6145
C 2.4180 4.1872 0.3190
Si 2.4964 2.6549 -0.7453
C 2.0703 3.0850 -2.5061
C 4.2855 2.1232 -0.7116
N 1.3615 1.4527 -0.1877
P 1.7267 0.0775 0.5626
C 0.2901 -0.6389 1.2041
P -0.9122 -1.3333 0.1551
N -1.6857 -0.2114 -0.6749
Si -3.2499 -0.3613 -1.4357
C -4.5655 0.2085 -0.2543
C -3.1848 0.6273 -3.0083
C -3.7484 -2.1093 -1.9224
C -2.0361 -2.2076 1.2995
C -2.3623 -1.5438 2.4864
C -3.3021 -2.0794 3.3521
C -3.9162 -3.2898 3.0538
C -3.5906 -3.9607 1.8845
C -2.6565 -3.4194 1.0089
C -0.2474 -2.6220 -0.9430
C -0.2061 -2.3930 -2.3148
C 0.2958 -3.3621 -3.1736
C 0.7662 -4.5643 -2.6646
C 0.7482 -4.7931 -1.2936
C 0.2486 -3.8235 -0.4374
C 2.8096 0.4055 1.9894
C 2.2116 1.0375 3.0826
C 2.9748 1.4463 4.1645
C 4.3435 1.2081 4.1739
C 4.9457 0.5669 3.1006
C 4.1827 0.1713 2.0091
C 2.6570 -1.0690 -0.4915
C 2.7783 -0.8224 -1.8542
C 3.4755 -1.7035 -2.6708
C 4.0492 -2.8433 -2.1276
C 3.9123 -3.1115 -0.7701
C 3.2155 -2.2314 0.0434
H 3.3783 4.7103 0.2811
H 2.2033 3.9328 1.3604
H 1.6724 4.9304 0.0165
H 2.6110 3.9788 -2.8313
H 1.0014 3.2782 -2.6290
H 2.3349 2.2669 -3.1831
H 4.8402 2.8227 -1.3449
H 4.4670 1.1151 -1.0882
H 4.6939 2.1859 0.2990
H -4.4363 1.2438 0.0624
H -4.5436 -0.4299 0.6352
H -5.5579 0.1258 -0.7076
H -2.5954 1.5361 -2.8871
H -4.1863 0.9280 -3.3277
H -2.7405 0.0258 -3.8078
H -4.2791 -2.6087 -1.1096
H -2.9174 -2.7479 -2.2269
H -4.4308 -2.0357 -2.7752
H -1.8712 -0.6121 2.7452
H -3.5486 -1.5480 4.2622
H -4.6480 -3.7088 3.7336
H -4.0662 -4.9042 1.6473
H -2.4275 -3.9446 0.0904
H -0.5766 -1.4510 -2.7026
H 0.3203 -3.1767 -4.2400
H 1.1517 -5.3225 -3.3348
H 1.1246 -5.7261 -0.8935
H 0.2353 -4.0045 0.6317
H 1.1407 1.2032 3.1134
H 2.4814 1.9491 4.9849
H 4.9421 1.5242 5.0196
H 6.0127 0.3812 3.1045
H 4.6705 -0.3058 1.1692
H 2.3154 0.0626 -2.2751
H 3.5638 -1.5019 -3.7308
H 4.5964 -3.5287 -2.7627
H 4.3447 -4.0100 -0.3484
H 3.1079 -2.4450 1.1007
F -3.5568 2.8978 -1.2413
P -4.3717 4.2842 -1.3391
F -2.9408 5.0129 -0.4956
F -4.9815 5.7518 -1.3284
F -5.6140 3.6220 -2.0591
F -4.9476 4.0223 0.1215
F -3.6210 4.6044 -2.7043
Te -0.8774 4.6580 -0.7470
F -2.0939 3.3217 4.6912
B -1.0371 2.8924 3.9123
F -0.9428 3.6654 2.7232
F 0.1780 2.9534 4.6100
F -1.2504 1.5375 3.4892
*
```

## Properties
Expectation value of S²: 0.755
Orbital gap (alpha / beta) (Ha): 0.2566 / 0.2091
HOMO energy (alpha / beta) (eV): -5.3 / -5.3
E_LUMO (alpha / beta) (eV): 1.64 / 0.43

=====

(3)
Density functional theory data (wB97M-V/def2-TZVPD) for a structure of composition C31H38BN7Rh.

ORCA input file:
```
! RIJCOSX wB97M-V def2-TZVPD def2/J DEFGRID3
* xyz 1 1
Rh -0.1305 0.1586 -0.9968
C -3.3737 -2.7603 -0.3192
C -1.8773 -2.8550 -0.6240
C -1.3660 -4.2864 -0.4529
C -1.5860 -2.3530 -2.0009
C -1.9153 -2.9333 -3.2279
C -1.3764 -2.0999 -4.1847
N -0.7695 -1.0798 -3.5727
N -0.8949 -1.2295 -2.2356
B 0.0271 0.1095 -4.1364
N -0.6868 1.3602 -3.6133
C -1.2403 2.4023 -4.2347
C -1.7745 3.2432 -3.2796
C -1.5110 2.6415 -2.0487
N -0.8319 1.5026 -2.2830
C -1.8782 3.1691 -0.6907
C -2.8220 2.2272 0.0636
C -0.6272 3.5137 0.1234
N 1.4240 0.0764 -3.5002
C 2.6407 -0.0013 -4.0460
C 3.5751 -0.0400 -3.0327
C 2.8430 0.0224 -1.8423
N 1.5412 0.0903 -2.1504
C 3.3731 0.0230 -0.4434
C 4.2599 1.2530 -0.2346
C 4.1480 -1.2640 -0.1554
H -3.5732 -3.0658 0.7090
H -3.9400 -3.4195 -0.9788
H -3.7478 -1.7442 -0.4592
H -1.3244 -2.2118 0.0643
H -1.8837 -4.9666 -1.1310
H -1.5424 -4.6313 0.5663
H -0.2973 -4.3540 -0.6585
H -2.4577 -3.8481 -3.3891
H -1.3758 -2.1654 -5.2598
H 0.0716 0.0883 -5.3286
H -1.2232 2.4683 -5.3094
H -2.2916 4.1730 -3.4392
H -2.4213 4.0972 -0.8778
H -2.3647 1.2531 0.2446
H -3.7440 2.0655 -0.4964
H -3.0809 2.6517 1.0344
H -0.0236 2.6245 0.3154
H -0.9067 3.9414 1.0869
H -0.0015 4.2352 -0.4037
H 2.7555 -0.0307 -5.1166
H 4.6446 -0.1019 -3.1306
H 2.5194 0.0706 0.2352
H 5.0957 1.2453 -0.9363
H 4.6718 1.2563 0.7744
H 3.7045 2.1800 -0.3892
H 5.0157 -1.3515 -0.8115
H 3.5239 -2.1464 -0.3025
H 4.5033 -1.2632 0.8758
N -0.0845 0.0840 0.9010
C -0.0262 0.0311 2.1753
C -1.2540 -0.1661 2.9894
C -2.3707 -0.8273 2.4827
C -3.5269 -0.9265 3.2344
C -3.5893 -0.3466 4.4955
C -2.4892 0.3258 5.0054
C -1.3236 0.4129 4.2608
C 1.2576 0.2518 2.8882
C 1.6259 -0.6129 3.9201
C 2.8507 -0.4589 4.5482
C 3.6957 0.5782 4.1760
C 3.3229 1.4518 3.1638
C 2.1157 1.2788 2.5062
H -2.3257 -1.2666 1.4992
H -4.3862 -1.4498 2.8358
H -4.4991 -0.4141 5.0772
H -2.5379 0.7866 5.9827
H -0.4734 0.9486 4.6579
H 0.9609 -1.4139 4.2155
H 3.1422 -1.1435 5.3332
H 4.6445 0.7087 4.6793
H 3.9771 2.2677 2.8849
H 1.8169 1.9597 1.7183
*
```

## Properties
Orbital gap (alpha / beta) (Ha): 0.2595 / 0.2594
HOMO energy (alpha / beta) (eV): -11.5 / -11.5
E_LUMO (alpha / beta) (eV): -4.39 / -4.39